Entry 1:
This record from the OMol25 dataset describes one molecule with the formula C5H8O. The level of theory is ωB97M-V/def2-TZVPD.

XYZ file:
```
14
C5H8O (ωB97M-V/def2-TZVPD)
O -2.182 -0.159 -0.137
C 1.471 -0.275 -0.906
C 1.419 0.290 0.483
C -0.862 0.320 -0.259
C -0.021 0.296 1.023
C 0.038 -0.458 -1.238
H 2.178 -0.146 1.143
H -0.243 1.125 1.701
H 0.002 -1.537 -0.953
H 1.776 1.322 0.299
H -0.973 1.350 -0.618
H -0.228 -0.638 1.566
H -0.237 -0.423 -2.296
H -2.136 -1.067 0.192
```

Calculated values
- Max |F|: 0.0090 Eh/bohr
- E: -7358.641 eV
- Energy above the lowest of the compared OMol25 structures with the same formula, charge and spin: 83.4 kcal per mole
- Frontier orbital gap: 8.794 eV

***

Entry 2:
This record from the OMol25 dataset describes a 2-piece molecular cluster, C5H8O overall at a distorted geometry. The level of theory is ωB97M-V/def2-TZVPD.

XYZ file:
```
14
C5H8O (ωB97M-V/def2-TZVPD)
O -0.758 2.240 0.412
C -0.512 -1.490 0.104
C -0.781 -0.036 -0.251
C -0.824 1.055 0.707
C 2.412 0.157 -0.682
C 1.566 0.958 -0.385
H -0.976 0.681 1.735
H -1.308 -2.075 -0.358
H -0.521 -1.648 1.187
H -0.591 0.215 -1.299
H -1.937 0.327 0.032
H 0.441 -1.893 -0.277
H 3.197 -0.505 -0.958
H 0.854 1.737 -0.140
```

Calculated values
- SMILES: CCC=O.C#C
- Max |F|: 0.0477 Eh/bohr
- E: -7357.849 eV
- Energy above the lowest of the compared OMol25 structures with the same formula, charge and spin: 101.6 kcal per mole
- Frontier orbital gap: 10.774 eV

***

Entry 3:
This record from the OMol25 dataset describes C5H8O as an isolated structure at a distorted geometry. The level of theory is ωB97M-V/def2-TZVPD.

XYZ file:
```
14
C5H8O (ωB97M-V/def2-TZVPD)
O -1.197 0.933 -0.169
C -1.340 0.462 1.185
C 1.255 0.514 -0.635
C 0.502 -0.473 -1.588
C -0.105 0.053 -0.349
C -0.373 -0.709 0.939
H 0.732 -1.533 -1.573
H -0.974 1.202 1.908
H 0.492 -0.780 1.606
H 2.143 0.184 -0.122
H 1.256 1.532 -1.033
H -0.857 -1.683 0.850
H -2.376 0.201 1.408
H 0.842 0.097 -2.428
```

Calculated values
- Max |F|: 0.0423 Eh/bohr
- E: -7359.184 eV
- Energy above the lowest of the compared OMol25 structures with the same formula, charge and spin: 70.8 kcal per mole
- Frontier orbital gap: 10.364 eV

***

Entry 4:
This record from the OMol25 dataset describes one molecule with the formula C5H8O. The level of theory is ωB97M-V/def2-TZVPD.

XYZ file:
```
14
C5H8O (ωB97M-V/def2-TZVPD)
O -1.545 1.629 0.312
C 0.429 0.322 0.659
C -0.260 -1.065 0.468
C -0.204 -0.866 -1.062
C -0.574 1.394 0.996
C 0.782 0.302 -0.854
H -1.159 -0.520 -1.465
H -0.402 1.973 1.928
H 0.378 -1.881 0.821
H 1.824 0.021 -1.022
H 0.565 1.225 -1.399
H 0.154 -1.714 -1.654
H -1.254 -1.171 0.911
H 1.267 0.352 1.362
```

Calculated values
- SMILES: O=CC1CCC1
- Max |F|: 0.0088 Eh/bohr
- E: -7361.034 eV
- Energy above the lowest of the compared OMol25 structures with the same formula, charge and spin: 28.2 kcal per mole
- Frontier orbital gap: 10.730 eV

***

Entry 5:
This record from the OMol25 dataset describes one molecule with the formula C5H8O. The level of theory is ωB97M-V/def2-TZVPD.

XYZ file:
```
14
C5H8O (ωB97M-V/def2-TZVPD)
O -0.711 -0.355 0.477
C -0.275 -1.297 -0.789
C 1.665 -0.290 -0.347
C 1.906 0.555 0.676
C 1.106 -1.096 -1.164
C -1.522 0.770 0.120
H -1.170 1.206 -0.815
H -0.500 -2.278 -0.378
H -1.022 -1.024 -1.532
H 2.378 0.195 1.589
H 0.242 0.032 0.726
H -1.478 1.532 0.903
H 1.925 1.630 0.519
H -2.546 0.420 0.015
```

Calculated values
- Max |F|: 0.0137 Eh/bohr
- E: -7356.785 eV
- Energy above the lowest of the compared OMol25 structures with the same formula, charge and spin: 126.2 kcal per mole
- Frontier orbital gap: 8.583 eV

***

Entry 6:
This record from the OMol25 dataset describes one molecule with the formula C5H8O. The level of theory is ωB97M-V/def2-TZVPD.

XYZ file:
```
14
C5H8O (ωB97M-V/def2-TZVPD)
O -0.684 1.219 -0.957
C 0.467 0.441 -1.265
C 0.463 -0.944 -0.620
C -0.892 1.341 0.385
C 0.032 -0.911 0.864
C -0.531 0.422 1.277
H -0.706 0.613 2.332
H -0.745 -1.671 1.019
H -1.379 2.278 0.641
H 0.859 -1.197 1.523
H 1.352 1.006 -0.942
H 0.484 0.360 -2.355
H 1.476 -1.352 -0.712
H -0.196 -1.607 -1.189
```

Calculated values
- SMILES: C1=COCCC1
- Max |F|: 0.0051 Eh/bohr
- E: -7361.300 eV
- Energy above the lowest of the compared OMol25 structures with the same formula, charge and spin: 22.0 kcal per mole
- Frontier orbital gap: 9.704 eV